{"formula": "C16H26Cl4O4", "method": "the ωB97M-V functional and the def2-TZVPD basis", "elements": ["C", "C", "C", "O", "C", "C", "C", "C", "C", "C", "C", "C", "O", "O", "C", "O", "H", "H", "H", "H", "H", "H", "H", "H", "H", "H", "H", "H", "H", "H", "H", "H", "H", "H", "Cl", "C", "C", "Cl", "H", "H", "H", "H", "Cl", "C", "C", "Cl", "H", "H", "H", "H"], "positions_angstrom": [[3.124, 2.459, -0.758], [3.083, 1.526, -1.886], [2.539, 0.317, -1.987], [1.929, -0.325, -0.990], [0.800, -1.116, -1.398], [-0.507, -0.330, -1.632], [-0.909, -0.446, -3.111], [-0.490, 1.110, -1.087], [-1.251, 2.167, -1.909], [-0.335, 2.857, -2.908], [-1.729, 3.269, -0.918], [2.801, -0.195, -3.381], [2.886, -1.326, -3.816], [3.047, 0.959, -4.127], [3.701, 1.793, -3.221], [4.637, 2.503, -3.478], [4.101, 2.899, -0.627], [2.785, 2.012, 0.164], [2.455, 3.288, -0.972], [0.647, -1.849, -0.624], [1.062, -1.671, -2.287], [-1.281, -0.861, -1.094], [-1.985, -0.412, -3.189], [-0.627, -1.413, -3.505], [-0.449, 0.303, -3.738], [0.504, 1.502, -0.921], [-0.971, 1.083, -0.121], [-2.134, 1.765, -2.383], [-0.016, 2.214, -3.720], [0.553, 3.220, -2.408], [-0.843, 3.708, -3.348], [-1.480, 4.245, -1.308], [-1.168, 3.188, 0.003], [-2.785, 3.201, -0.703], [0.035, -3.535, 3.983], [1.362, -2.972, 2.934], [1.241, -1.506, 2.611], [-0.158, -1.163, 1.562], [1.356, -3.581, 2.034], [2.292, -3.155, 3.469], [2.129, -1.174, 2.074], [1.137, -0.907, 3.512], [-5.205, -2.520, 7.234], [-3.971, -3.383, 6.280], [-3.565, -2.618, 5.047], [-4.876, -2.537, 3.843], [-4.369, -4.361, 6.026], [-3.105, -3.516, 6.927], [-2.725, -3.116, 4.567], [-3.270, -1.601, 5.290]], "total_charge": 0, "total_energy_ha": -2766.96405, "smiles": "CC1=C(OC[C@H](C)CC(C)C)C(=O)OC1=O.ClCCCl.ClCCCl"}